Record 1
Density functional theory data (ωB97M-V with the def2-TZVPD basis set) for a 2-piece molecular cluster, C3H8N3OS overall in a non-equilibrium geometry.

Values from the calculation:
Charge   +1
Electronic energy   -20584.675 eV
HOMO level (alpha / beta)   -12.3 / -12.3 eV

Atoms and positions in Å:
C (1.63563, -0.11916, 0.48070)
C (-1.08138, -0.77563, -0.25898)
C (-0.83111, 0.30897, 0.56989)
N (1.98274, 0.86194, -0.29382)
N (-0.76498, -0.82959, -1.55060)
N (1.96630, -1.01398, 1.14584)
O (-1.43582, -1.91353, 0.32781)
S (-0.80678, 1.94548, -0.31978)
H (-0.90886, 0.47576, 1.61358)
H (1.38917, 1.66707, -0.38637)
H (2.48110, 0.72829, -1.22710)
H (-0.52958, -0.04693, -2.07547)
H (-0.91169, -1.69029, -1.96545)
H (-1.77656, -1.65865, 1.24023)
H (1.39344, -1.53700, 1.70960)
H (-0.89169, 2.82392, 0.63077)

---

Record 2
Density functional theory data (ωB97M-V with the def2-TZVPD basis set) for C24H24CrN5O3Se as an isolated structure.

Values from the calculation:
Charge   -1
Electronic energy   -132641.717 eV
2S+1   5
HOMO level (alpha / beta)   -3.3 / -3.8 eV

Atoms and positions in Å:
Cr (-0.41827, -0.07044, 0.22231)
C (-1.18117, 4.05643, 0.93500)
C (-0.42293, 2.74764, 0.93235)
O (-0.92274, 1.82901, 0.18809)
C (0.71347, 2.64685, 1.71194)
C (1.55853, 1.49991, 1.82354)
C (2.81064, 1.60473, 2.64872)
N (1.26191, 0.38552, 1.23097)
N (2.19011, -0.67063, 1.32705)
C (1.70631, -1.70921, 0.72343)
O (0.55135, -1.78158, 0.12942)
C (2.57917, -2.92274, 0.64225)
C (3.81161, -2.96697, 1.29012)
C (4.61541, -4.09150, 1.18955)
C (4.19814, -5.18735, 0.44091)
C (2.96854, -5.14923, -0.19955)
C (2.16125, -4.02195, -0.09620)
H (-2.00930, 3.99302, 0.23243)
H (-0.53481, 4.89201, 0.66023)
H (-1.57866, 4.25260, 1.93255)
H (0.99684, 3.51838, 2.28669)
H (2.90400, 2.60117, 3.07713)
H (3.68801, 1.38008, 2.04182)
H (2.78864, 0.86352, 3.44822)
H (4.11963, -2.10634, 1.86821)
H (5.57032, -4.11701, 1.70086)
H (4.82513, -6.06768, 0.36650)
H (2.62974, -6.00327, -0.77398)
H (1.18840, -3.98188, -0.56873)
Se (-2.26204, -0.05262, 2.53250)
C (-2.26260, -1.53008, 3.62952)
N (-2.27979, -2.45269, 4.33197)
C (-2.85827, -2.60919, -5.13213)
N (-2.40529, -2.88921, -3.76590)
N (-2.79795, -1.89861, -2.85540)
C (-1.72267, -1.49250, -2.09837)
O (-1.81583, -0.69556, -1.17015)
C (-0.57924, -2.24091, -2.60131)
C (-1.02721, -3.01761, -3.59686)
C (-0.26616, -3.94843, -4.47664)
C (-4.16959, -1.78224, -2.48898)
C (-5.03958, -2.83342, -2.75012)
C (-6.37525, -2.72127, -2.39152)
C (-6.83688, -1.57778, -1.75765)
C (-5.95150, -0.54519, -1.48432)
C (-4.61784, -0.63023, -1.85320)
H (-3.93751, -2.48494, -5.13408)
H (-2.60657, -3.45888, -5.76238)
H (-2.38914, -1.70032, -5.52173)
H (0.40382, -2.19395, -2.16446)
H (0.73707, -4.08005, -4.07775)
H (-0.17950, -3.55977, -5.49322)
H (-0.75668, -4.92114, -4.52583)
H (-4.66561, -3.74385, -3.19764)
H (-7.04804, -3.54544, -2.59137)
H (-7.87483, -1.49814, -1.46287)
H (-6.28956, 0.34149, -0.96466)
H (-3.93001, 0.16698, -1.61941)

---

Record 3
Density functional theory data (ωB97M-V with the def2-TZVPD basis set) for C22H45N5O10P2S5W as an isolated structure.

Values from the calculation:
Charge   +2
Electronic energy   -126042.852 eV
2S+1   3
HOMO level (alpha / beta)   -13.3 / -13.3 eV

Atoms and positions in Å:
W (-0.71694, 0.35261, -0.24982)
C (5.28366, 0.39129, 1.09289)
C (4.22858, 0.20291, 2.17410)
S (2.54088, 0.50401, 1.60637)
C (2.49872, 2.24351, 1.11421)
C (2.25405, 2.46634, -0.38255)
S (1.44790, 1.13981, -1.33523)
C (2.66013, -0.22335, -1.49815)
C (4.14934, 0.14513, -1.54040)
S (5.16656, -0.73766, -0.32142)
H (6.27380, 0.20977, 1.51549)
H (5.29574, 1.41654, 0.71810)
H (4.44473, 0.82840, 3.04072)
H (4.20470, -0.83519, 2.50767)
H (3.41901, 2.74427, 1.41492)
H (1.68911, 2.69427, 1.68137)
H (3.16987, 2.66885, -0.93447)
H (1.60663, 3.33022, -0.54112)
H (2.34614, -0.68486, -2.43651)
H (2.47132, -0.90484, -0.68502)
H (4.35330, 1.21191, -1.48557)
H (4.55976, -0.17127, -2.49956)
C (-4.24857, -3.06428, -1.44261)
N (-3.57334, -1.95074, -2.11088)
C (-4.34738, -0.70513, -2.16561)
P (-1.98271, -1.88953, -2.36228)
O (-1.33497, -0.55903, -2.06272)
O (-1.42236, -3.00634, -1.31342)
P (-0.03130, -2.88422, -0.54908)
O (0.34694, -1.42705, -0.34096)
N (1.06366, -3.56874, -1.55319)
C (0.71451, -4.69194, -2.43137)
C (2.42578, -3.68785, -1.00790)
N (-0.26600, -3.59011, 0.88333)
C (0.60113, -3.26994, 2.02481)
C (-0.99926, -4.85224, 1.00578)
N (-1.52916, -2.37068, -3.83796)
C (-0.56361, -1.64332, -4.66439)
C (-2.36080, -3.36012, -4.53490)
H (-5.21019, -3.23437, -1.92591)
H (-4.40940, -2.83550, -0.38687)
H (-3.66457, -3.97806, -1.51638)
H (-5.26017, -0.87017, -2.73699)
H (-3.76967, 0.08141, -2.64752)
H (-4.59594, -0.37709, -1.15496)
H (-0.27890, -4.55901, -2.84829)
H (0.76319, -5.64928, -1.90495)
H (1.43099, -4.71798, -3.25236)
H (2.63039, -2.90660, -0.27662)
H (3.14568, -3.58921, -1.82002)
H (2.57139, -4.65919, -0.52747)
H (1.03555, -2.27947, 1.90336)
H (1.39387, -4.01407, 2.13100)
H (-0.00782, -3.26507, 2.92754)
H (-1.57411, -5.05446, 0.10419)
H (-1.69095, -4.76945, 1.84398)
H (-0.31689, -5.68563, 1.18552)
H (-0.01264, -0.93441, -4.05281)
H (-1.07179, -1.10407, -5.46621)
H (0.13710, -2.35092, -5.10866)
H (-2.76586, -4.08845, -3.83212)
H (-1.73561, -3.89710, -5.24683)
H (-3.18799, -2.89050, -5.06896)
O (-2.57318, -0.94232, 0.50337)
S (-2.09089, -0.93019, 1.91547)
O (-2.19950, -2.16034, 2.61848)
O (-0.68415, -0.39410, 1.74090)
C (-2.85832, 0.30764, 2.91780)
C (-3.54849, -0.14854, 4.02795)
C (-4.04469, 0.74276, 4.97024)
C (-3.82839, 2.10111, 4.82083)
C (-3.14731, 2.57133, 3.70705)
C (-2.66262, 1.68790, 2.75805)
S (-2.04133, 2.36855, 1.27050)
O (-2.67315, 1.53973, 0.22533)
O (-2.29777, 3.77303, 1.23863)
O (-0.56912, 2.04948, 1.07476)
H (-3.67428, -1.21279, 4.16675)
H (-4.58704, 0.36703, 5.82665)
H (-4.19853, 2.79964, 5.55812)
H (-3.01079, 3.63272, 3.55119)
C (-1.35635, 2.95823, -3.82413)
C (-1.42841, 2.94913, -2.32470)
N (-1.80969, 4.06139, -1.71994)
O (-1.13464, 1.90803, -1.70275)
H (-2.35410, 3.10339, -4.24092)
H (-0.95257, 2.01312, -4.17283)
H (-0.72714, 3.77624, -4.17535)
H (-2.02348, 4.87876, -2.26749)
H (-1.91364, 4.11987, -0.71197)